Record 1
The following is a DFT calculation (ωB97M-V with the def2-TZVPD basis set) of a structure of composition C48H41GeN4O3Ru.

ORCA input file:
```
! wB97M-V def2-TZVPD RIJCOSX def2/J DEFGRID3
* xyz 1 5
H 1.609 -2.248 3.486
H -4.087 1.184 0.626
H 5.459 -3.041 1.432
C -2.242 -0.197 3.726
H -4.479 4.018 -6.536
H -1.837 5.241 -2.547
C -2.245 0.402 1.381
H -2.370 -7.911 2.182
H 3.579 2.059 -5.671
H 5.485 -0.757 0.654
C 2.328 3.131 -4.292
H -4.095 0.075 4.762
C -3.252 3.300 -4.929
H -3.323 0.706 -3.703
C -3.903 4.285 -5.659
C -1.043 3.795 1.655
H -1.704 -1.087 -3.777
H 1.671 -0.254 -2.361
Ge -1.517 2.245 -2.823
C 0.346 -5.894 2.173
C 0.573 -7.614 3.835
H 1.144 -8.089 4.621
C 1.703 1.232 5.162
C -0.900 -6.401 1.811
H 3.270 0.429 6.384
H -0.950 4.149 2.675
H 4.707 -2.034 2.672
C 3.630 0.485 -1.881
C -2.248 3.929 0.983
H -0.112 0.168 -4.648
H 0.779 2.328 -0.790
C 3.542 -1.426 0.071
C 1.126 3.134 -3.595
C 2.534 -0.350 -1.722
C -1.583 -0.090 2.503
H 3.207 -1.800 5.318
C 4.660 -0.621 -0.030
H 0.994 3.125 1.527
H -2.811 -1.514 -2.513
C 2.653 2.057 -5.110
C 1.084 -6.504 3.188
H -4.320 6.381 -5.832
C -4.241 0.650 2.698
O -0.467 -2.125 -1.643
H 2.013 0.153 -5.869
C 1.657 -1.266 3.940
O -0.351 0.072 -1.357
C 0.782 -0.264 3.526
C 4.700 0.356 -1.017
H -1.462 -5.923 1.021
N 2.044 -4.222 1.805
C -2.663 0.634 -2.837
C 2.547 -1.015 4.973
C 0.571 1.003 -4.525
C 0.797 0.983 4.143
C 1.773 0.988 -5.222
H -2.989 6.986 -3.839
H -3.306 3.615 -0.847
C -3.574 0.775 1.487
C -3.067 5.950 -4.146
H -1.066 -8.989 3.980
H 4.278 -3.753 2.551
H 3.001 3.976 -4.209
C -3.813 5.612 -5.265
H -1.697 0.539 0.458
H 3.610 1.221 -2.672
C 4.535 -2.865 1.984
N 0.276 -1.083 1.368
H -3.327 2.270 -5.260
C 0.226 2.073 -3.700
N 2.303 -3.135 1.007
C -1.404 -7.514 2.463
C -2.065 -0.768 -2.794
H -3.314 0.782 -1.969
O 0.135 -4.185 0.526
C -0.167 -0.520 2.399
Ru 0.801 -2.496 -0.196
C -3.575 0.166 3.817
C 3.430 -2.515 1.053
C -2.506 3.620 -3.795
H 5.564 1.001 -1.108
H -3.101 4.375 1.480
H -5.280 0.941 2.775
C -0.895 -0.894 -1.858
C -2.359 3.492 -0.331
C 0.878 -4.714 1.479
C -1.278 2.911 -0.993
C 2.575 0.235 5.577
H 0.104 1.748 3.816
H 2.051 -6.103 3.457
C 0.047 3.224 1.009
H 0.880 3.991 -2.976
C -2.418 4.961 -3.418
H 1.722 2.202 5.641
H -1.716 -0.573 4.595
C -0.074 2.785 -0.302
N 2.483 -1.274 -0.765
C -0.670 -8.119 3.473
*
```

The orbital gap (alpha / beta) comes out at 7.14 / 6.21 eV. The value obtained for the energy above the lowest of the compared OMol25 structures with the same formula, charge and spin is 0.000 eV. As for the strongest force on any atom: 0.6 eV/A.

Mulliken atomic charges, in units of e: atom 1 (H): 0.6679, atom 2 (H): 0.4597, atom 3 (H): 0.4965, atom 4 (C): -0.4117, atom 5 (H): 0.4136, atom 6 (H): 0.2806, atom 7 (C): 0.8596, atom 8 (H): 0.4090, atom 9 (H): 0.4123, atom 10 (H): 0.4559, atom 11 (C): -0.7745, atom 12 (H): 0.4366, atom 13 (C): -0.5416, atom 14 (H): 0.5946, atom 15 (C): -0.7741, atom 16 (C): -0.5764, atom 17 (H): 0.3801, atom 18 (H): 0.6994, atom 19 (Ge): 2.1550, atom 20 (C): 0.5060, atom 21 (C): -0.7292, atom 22 (H): 0.4041, atom 23 (C): -0.8523, atom 24 (C): -0.3536, atom 25 (H): 0.4127, atom 26 (H): 0.4309, atom 27 (H): 0.4037, atom 28 (C): -0.3562, atom 29 (C): -1.0357, atom 30 (H): 0.2933, atom 31 (H): 0.1417, atom 32 (C): 0.4208, atom 33 (C): -0.1540, atom 34 (C): -0.4665, atom 35 (C): 0.0167, atom 36 (H): 0.5160, atom 37 (C): -0.4483, atom 38 (H): 0.5413, atom 39 (H): 0.5725, atom 40 (C): -0.5913, atom 41 (C): -0.3248, atom 42 (H): 0.3891, atom 43 (C): -0.7478, atom 44 (O): -0.8990, atom 45 (H): 0.4349, atom 46 (C): -0.2877, atom 47 (O): -0.4197, atom 48 (C): 0.1545, atom 49 (C): -0.9153, atom 50 (H): 0.4313, atom 51 (N): -1.0914, atom 52 (C): -1.0474, atom 53 (C): -0.8838, atom 54 (C): -0.2266, atom 55 (C): -0.0966, atom 56 (C): -0.6239, atom 57 (H): 0.4127, atom 58 (H): 0.5266, atom 59 (C): -0.8962, atom 60 (C): -0.7167, atom 61 (H): 0.4056, atom 62 (H): 0.3080, atom 63 (H): 0.4176, atom 64 (C): -0.4932, atom 65 (H): 0.0353, atom 66 (H): 0.2850, atom 67 (C): -1.7476, atom 68 (N): 0.2578, atom 69 (H): 0.2360, atom 70 (C): 0.1480, atom 71 (N): 0.9533, atom 72 (C): -0.6965, atom 73 (C): -1.3058, atom 74 (H): 0.2584, atom 75 (O): -0.9700, atom 76 (C): -0.2090, atom 77 (Ru): 0.6701, atom 78 (C): -0.8073, atom 79 (C): 0.5422, atom 80 (C): 0.2007, atom 81 (H): 0.4633, atom 82 (H): 0.4620, atom 83 (H): 0.4371, atom 84 (C): 1.1889, atom 85 (C): -0.3860, atom 86 (C): 0.8130, atom 87 (C): 0.0162, atom 88 (C): -0.4937, atom 89 (H): 0.6212, atom 90 (H): 0.4410, atom 91 (C): -0.6060, atom 92 (H): 0.4134, atom 93 (C): -0.2611, atom 94 (H): 0.4412, atom 95 (H): 0.5581, atom 96 (C): -0.0401, atom 97 (N): 0.3139, atom 98 (C): -0.3581

***

Record 2
The following is a DFT calculation (ωB97M-V with the def2-TZVPD basis set) of a structure of composition C48H42AuN2O4P3.

ORCA input file:
```
! wB97M-V def2-TZVPD RIJCOSX def2/J DEFGRID3
* xyz 2 1
C -2.847 -3.468 2.087
C 1.796 -2.211 -5.447
H 1.917 2.392 -2.581
C -0.697 2.294 -4.773
H -4.885 -5.229 4.093
C 1.020 -1.488 -4.562
O -0.229 -0.522 -1.950
H 4.379 1.271 -1.801
H 3.643 -0.819 3.774
H 5.516 3.372 2.129
C -3.273 1.271 -4.519
C -2.254 -2.626 3.025
H -4.263 -5.038 1.713
H -2.179 -2.064 5.101
H -3.982 -0.957 -1.313
C 1.156 1.894 -1.980
P 0.341 0.491 -2.878
N -2.635 1.078 -0.154
H 4.063 -3.237 3.961
H 5.511 -2.847 -1.728
H -1.392 2.626 0.583
C -3.234 1.714 3.689
C 2.773 0.162 -4.356
C -2.485 2.348 4.672
H 0.186 0.277 4.767
C 3.554 -0.583 -5.224
H -1.529 3.609 -6.235
C 3.695 4.493 2.166
C -1.495 0.062 3.446
N -4.371 2.295 -0.627
C -3.550 -3.678 4.738
O 0.722 0.770 0.491
H -3.830 -3.773 5.776
C 1.631 -1.060 3.085
H -5.200 -0.518 -0.131
C -1.729 2.814 -5.534
H -5.361 0.057 -1.782
C -2.623 -2.720 4.365
H 0.365 2.607 -1.720
H -3.593 4.202 -0.028
C 3.106 -2.884 3.607
Au -1.208 -0.539 0.137
C -1.269 1.814 5.069
H 3.681 -2.321 -6.459
H -4.271 0.868 -4.442
H 4.544 -0.237 -5.478
C -0.757 0.687 4.445
C -0.963 1.263 -3.879
H 5.976 -0.522 -2.392
H -2.861 3.243 5.144
C 1.513 -0.307 -4.009
H 3.423 -3.410 -0.543
C -2.346 2.373 0.166
C -3.426 3.148 -0.125
H -4.198 2.107 3.402
C -3.012 2.302 -5.407
C -4.144 -4.502 3.794
P -1.048 -1.405 2.445
H -3.338 0.038 2.351
O -1.201 -2.731 0.644
C 2.726 -1.391 -0.495
H 3.154 1.092 -3.960
H 1.418 -3.121 -5.885
H 0.033 -1.829 -4.281
C 4.173 0.241 -1.543
H -3.806 2.701 -6.019
H 0.874 3.678 0.493
C 2.123 -3.795 3.247
C 3.002 -0.079 -0.861
C 0.870 -3.350 2.872
H 0.312 2.668 -4.878
C -2.377 -3.246 0.660
H -2.421 -0.075 -3.073
C 2.865 -1.521 3.509
H 1.807 -1.610 0.031
C 3.067 -1.760 -5.771
C -2.748 0.571 3.090
C 3.627 -2.388 -0.822
C 2.691 2.541 0.492
C -4.643 -0.156 -0.996
H 0.096 -4.057 2.609
H -0.718 2.266 5.879
H -5.285 2.555 -0.963
C 1.891 3.617 0.862
C -3.871 1.047 -0.624
C -2.246 0.744 -3.757
O -3.115 -3.475 -0.270
H 1.777 5.433 1.988
H 2.333 -4.854 3.277
H 4.623 1.606 0.668
P 1.830 1.209 -0.403
C -3.800 -4.400 2.452
C 5.065 -0.763 -1.867
C 0.610 -1.978 2.824
C 3.997 2.440 0.952
C 4.795 -2.073 -1.498
H 4.082 5.240 2.841
H 1.463 -0.002 2.935
C 4.497 3.433 1.780
C 2.394 4.596 1.697
*
```

The orbital gap comes out at 5.83 eV. As for the strongest force on any atom: 3.6 eV/A.

Here are the Mulliken charges for atoms 1 to 99, given in e: atom 1 (C): 0.4365, atom 2 (C): -0.7781, atom 3 (H): 0.6937, atom 4 (C): -0.4268, atom 5 (H): 0.4506, atom 6 (C): -0.9711, atom 7 (O): -1.1707, atom 8 (H): 0.5952, atom 9 (H): 0.4922, atom 10 (H): 0.4497, atom 11 (C): -0.6150, atom 12 (C): 0.3550, atom 13 (H): 0.5481, atom 14 (H): 0.5162, atom 15 (H): 0.0590, atom 16 (C): -1.1124, atom 17 (P): 0.2413, atom 18 (N): 0.1038, atom 19 (H): 0.4628, atom 20 (H): 0.4676, atom 21 (H): 0.5892, atom 22 (C): -0.6430, atom 23 (C): -0.0985, atom 24 (C): -0.6264, atom 25 (H): 0.6183, atom 26 (C): -0.6810, atom 27 (H): 0.4465, atom 28 (C): -0.6064, atom 29 (C): 0.4918, atom 30 (N): 0.0489, atom 31 (C): -0.8437, atom 32 (O): -0.3709, atom 33 (H): 0.4699, atom 34 (C): -0.0847, atom 35 (H): 0.3407, atom 36 (C): -0.7283, atom 37 (H): 0.4934, atom 38 (C): -0.4177, atom 39 (H): 0.7019, atom 40 (H): 0.4850, atom 41 (C): -0.7294, atom 42 (Au): 4.8531, atom 43 (C): -0.8758, atom 44 (H): 0.4290, atom 45 (H): 0.4913, atom 46 (H): 0.4869, atom 47 (C): -0.1967, atom 48 (C): 0.5009, atom 49 (H): 0.5365, atom 50 (H): 0.4651, atom 51 (C): 0.7369, atom 52 (H): 0.5462, atom 53 (C): -0.5410, atom 54 (C): -1.0989, atom 55 (H): 0.5022, atom 56 (C): -0.6108, atom 57 (C): -0.5866, atom 58 (P): 0.8322, atom 59 (H): 0.4225, atom 60 (O): -0.7488, atom 61 (C): -0.4865, atom 62 (H): 0.3058, atom 63 (H): 0.4602, atom 64 (H): 0.4554, atom 65 (C): -0.3869, atom 66 (H): 0.4299, atom 67 (H): 0.1518, atom 68 (C): -0.8092, atom 69 (C): 0.5643, atom 70 (C): -0.7106, atom 71 (H): 0.4294, atom 72 (C): 0.0228, atom 73 (H): 0.6590, atom 74 (C): -1.1647, atom 75 (H): 0.5713, atom 76 (C): -0.6004, atom 77 (C): -0.7525, atom 78 (C): -0.9261, atom 79 (C): 0.7971, atom 80 (C): -1.3321, atom 81 (H): 0.4405, atom 82 (H): 0.5054, atom 83 (H): 0.2239, atom 84 (C): -0.5926, atom 85 (C): 0.0823, atom 86 (C): -0.7142, atom 87 (O): -0.6119, atom 88 (H): 0.4641, atom 89 (H): 0.4920, atom 90 (H): 0.4212, atom 91 (P): 0.3408, atom 92 (C): -0.5186, atom 93 (C): -0.9038, atom 94 (C): 0.8318, atom 95 (C): -0.5902, atom 96 (C): -0.7724, atom 97 (H): 0.4310, atom 98 (H): 0.5186, atom 99 (C): -0.7528

***

Question: strongest force on any atom of number 1 (C48H41GeN4O3Ru)?
Answer: 0.6 eV/A